No. 1
{
  "formula": "C5H7NO",
  "method": "ωB97M-V/def2-TZVPD",
  "spin_multiplicity": 1,
  "e_homo_ha": -0.3248,
  "de_lowest_ev": 1.136,
  "total_energy_ev": -8835.067,
  "orbital_gap_ha": 0.352,
  "lumo_ev": 0.75,
  "total_charge": 0,
  "smiles": "C=CC(=C)NC=O",
  "symbols": ["O", "N", "C", "C", "C", "C", "C", "H", "H", "H", "H", "H", "H", "H"],
  "xyz": [[2.890, 0.132, 0.181], [0.738, 0.302, -0.647], [2.112, 0.385, -0.722], [-1.475, -0.144, 0.328], [-0.007, -0.263, 0.413], [0.547, -0.908, 1.435], [-2.137, 0.564, -0.601], [1.622, -1.079, 1.518], [-1.685, 1.190, -1.389], [0.230, 0.526, -1.461], [-1.988, -0.766, 1.052], [2.465, 0.786, -1.697], [-3.232, 0.584, -0.653], [-0.080, -1.310, 2.241]],
  "forces_ev_per_angstrom": [[-0.5, 0.1, -0.8], [0.9, -0.5, 0.9], [0.2, 0.3, 0.6], [0.1, 0.5, -1.1], [0.0, 0.0, 0.0], [0.5, -0.6, 0.8], [-0.3, 0.0, 0.0], [-0.6, 0.2, 0.0], [0.1, -0.4, 0.6], [-0.4, 0.2, -0.9], [-0.2, 0.2, 0.0], [-0.2, -0.2, 0.2], [0.5, -0.2, 0.2], [0.1, 0.2, -0.5]],
  "mulliken_charge": [-0.548, -0.090, 0.033, -0.204, 0.902, -1.015, -0.834, 0.325, 0.185, 0.193, 0.239, 0.323, 0.247, 0.243]
}


No. 2
{
  "formula": "C20H14NO4",
  "method": "ωB97M-V/def2-TZVPD",
  "spin_multiplicity": 1,
  "e_homo_ha": -0.1734,
  "total_energy_ev": -30649.017,
  "orbital_gap_ha": 0.236,
  "lumo_ev": 1.70,
  "total_charge": -1,
  "symbols": ["O", "O", "O", "O", "N", "C", "C", "C", "C", "C", "C", "C", "C", "C", "C", "C", "C", "C", "C", "C", "C", "C", "C", "C", "C", "H", "H", "H", "H", "H", "H", "H", "H", "H", "H", "H", "H", "H", "H"],
  "xyz": [[2.328, -1.843, -2.065], [2.634, -3.863, 2.078], [-2.790, 1.835, -0.118], [1.572, 0.739, 1.582], [2.117, -2.606, 0.143], [-0.456, -0.227, -0.458], [0.518, 3.275, 3.030], [-1.953, -1.853, -1.576], [-1.961, 0.464, -2.371], [2.770, -2.424, -1.074], [4.274, -3.713, 0.307], [-3.554, -1.148, -3.267], [2.916, -3.410, 0.967], [-3.021, -2.134, -2.418], [-1.704, 1.850, 0.446], [-2.013, 3.950, 1.975], [0.511, 1.290, 1.339], [4.165, -3.061, -1.052], [-0.051, 2.509, 2.014], [-0.174, 4.394, 3.505], [-1.306, 2.839, 1.496], [-0.521, 0.895, 0.310], [-1.433, 4.735, 2.977], [-3.003, 0.141, -3.230], [-1.445, -0.532, -1.488], [4.441, -4.792, 0.199], [-1.546, 1.465, -2.360], [5.090, -3.246, 0.874], [-3.447, -3.135, -2.425], [0.266, 5.008, 4.289], [4.272, -3.829, -1.825], [-2.990, 4.186, 1.552], [1.491, 2.976, 3.418], [-1.513, -2.604, -0.914], [-1.953, 5.617, 3.352], [-4.374, -1.380, -3.967], [0.296, -1.006, -0.238], [-3.392, 0.925, -3.876], [4.939, -2.290, -1.127]],
  "forces_ev_per_angstrom": [[0.0, -0.1, 0.3], [0.0, 0.4, -0.6], [1.0, 0.1, 0.7], [-1.2, 0.9, -0.2], [1.2, -0.8, -0.4], [0.0, 0.3, 0.7], [0.0, 0.0, -0.1], [0.3, 1.0, 0.3], [0.2, -1.3, 0.7], [-0.5, -0.3, 1.2], [0.0, 0.1, -0.1], [0.4, 0.0, 0.3], [-0.7, 0.5, -0.5], [-0.3, 0.1, -0.5], [-0.1, -0.3, -0.7], [0.2, -0.2, -0.1], [0.3, -0.9, -0.2], [0.3, -0.1, 0.1], [-0.2, 0.5, 0.3], [-0.1, -0.3, -0.3], [0.2, 0.3, 0.5], [-0.3, -0.1, -0.1], [0.2, -0.3, -0.2], [0.0, -0.1, -0.2], [-0.8, 0.0, -1.0], [0.0, 0.2, 0.5], [-0.1, -0.1, 0.0], [-0.2, -0.4, 0.2], [0.1, 0.1, -0.1], [-0.1, -0.1, -0.1], [0.0, 0.5, -0.3], [0.3, 0.0, 0.1], [-0.2, 0.2, 0.0], [-0.2, 0.1, -0.3], [0.1, -0.3, -0.1], [0.5, 0.1, 0.5], [0.1, 0.5, -0.1], [0.0, -0.2, 0.0], [-0.2, -0.1, -0.6]],
  "mulliken_charge": [-0.714, -0.716, -0.660, -0.617, -0.249, 0.032, -0.351, -0.535, -0.343, 0.368, -0.276, -0.400, 0.176, -0.480, 0.551, -0.339, -0.267, -0.468, 0.066, -0.432, -0.127, 0.063, -0.434, -0.460, 0.707, 0.235, 0.405, 0.192, 0.348, 0.369, 0.230, 0.450, 0.472, 0.434, 0.369, 0.337, 0.532, 0.337, 0.196]
}


No. 3
{
  "formula": "C16H21NO2S2",
  "method": "ωB97M-V/def2-TZVPD",
  "spin_multiplicity": 1,
  "e_homo_ha": -0.2962,
  "de_lowest_ev": 15.848,
  "total_energy_ev": -44172.748,
  "orbital_gap_ha": 0.248,
  "lumo_ev": -1.31,
  "total_charge": 0,
  "symbols": ["S", "S", "O", "O", "N", "C", "C", "C", "C", "C", "C", "C", "C", "C", "C", "C", "C", "C", "C", "C", "C", "H", "H", "H", "H", "H", "H", "H", "H", "H", "H", "H", "H", "H", "H", "H", "H", "H", "H", "H", "H", "H"],
  "xyz": [[0.241, 1.572, -0.784], [-3.334, -1.028, 0.874], [-0.234, 0.946, -2.114], [0.046, 2.929, -0.402], [-0.898, 0.709, 0.525], [-4.839, -0.062, -1.242], [4.206, -1.572, -1.374], [5.495, -2.192, -0.695], [1.601, 0.930, -0.041], [6.020, -1.846, 0.456], [2.313, 1.508, 0.894], [5.434, -0.484, 1.106], [2.304, -0.067, -0.830], [-4.915, -1.250, -0.293], [3.488, -0.645, -0.279], [-3.109, 0.583, 1.280], [4.076, -0.170, 0.817], [-2.138, 1.220, 0.542], [-4.988, -2.467, -0.669], [-6.161, -0.914, 0.860], [3.537, 0.879, 1.458], [-2.144, 2.525, 0.967], [-2.519, 1.379, -0.359], [-4.984, 1.085, -0.919], [4.005, 1.379, 2.284], [-4.206, 1.159, 1.735], [1.824, -0.556, -1.500], [1.752, 2.180, 1.307], [-4.045, -2.553, -1.454], [5.833, -0.346, 1.996], [-5.912, -2.596, -1.339], [-2.720, 0.474, 2.522], [-4.864, -3.235, 0.022], [-6.132, 0.028, 1.440], [3.769, -2.154, -2.183], [6.927, -2.113, 0.800], [-7.099, -0.855, 0.166], [-0.971, -0.184, 0.263], [5.953, -2.813, -1.172], [-3.962, -0.327, -1.953], [-5.807, 0.086, -1.861], [-6.139, -1.558, 1.472]],
  "forces_ev_per_angstrom": [[-7.2, -3.7, -0.4], [-1.3, -4.2, -1.2], [2.7, 2.4, 4.0], [0.6, 1.0, -0.9], [5.4, 3.6, 0.0], [-1.4, 1.3, -2.5], [3.1, -0.7, 7.7], [-9.7, 7.0, -0.7], [3.3, -4.7, -6.6], [-3.8, 8.7, 3.3], [5.8, -3.5, 3.4], [-0.9, -7.9, -4.6], [1.3, 2.7, 7.2], [-0.7, 14.2, 8.7], [-1.4, -3.0, -9.4], [-4.7, 0.5, 9.5], [5.0, 0.3, 1.5], [0.1, 9.0, 1.6], [1.0, -8.6, -8.7], [-0.2, 9.0, -11.1], [-5.2, 4.6, -0.4], [0.3, -3.7, -1.0], [-1.7, 0.7, -4.5], [1.6, -2.7, 0.4], [0.2, 0.0, 0.2], [3.2, -1.2, -2.3], [-2.8, -2.8, -5.0], [-2.0, 4.8, 3.3], [-2.1, -0.5, 1.5], [1.9, 1.7, 4.0], [1.1, -0.3, 1.0], [-0.6, 0.2, -3.3], [-0.1, -1.2, 1.3], [0.5, -0.1, -0.8], [-0.2, 0.8, 0.0], [2.8, -1.3, 1.1], [1.3, -0.4, 1.6], [0.2, -4.7, -1.4], [4.8, -7.4, -5.9], [-1.4, 1.2, 0.9], [1.2, -1.4, 0.3], [-0.2, -9.5, 8.1]],
  "mulliken_charge": [1.061, -0.233, -0.644, -0.643, -0.371, -1.288, -0.893, -0.605, 0.528, -0.563, -0.684, -1.000, -1.108, 1.086, 0.930, -0.104, 1.129, -0.943, -1.403, -1.568, -1.074, 0.135, 0.542, 0.247, 0.406, 0.255, 0.635, 0.680, 0.282, 0.465, 0.309, 0.250, 0.452, 0.330, 0.355, 0.477, 0.334, 0.240, 0.684, 0.280, 0.379, 0.653]
}


No. 4
{
  "formula": "C17H25O16Pd",
  "method": "ωB97M-V/def2-TZVPD",
  "spin_multiplicity": 3,
  "e_homo_ha": [-0.4846, -0.4846],
  "de_lowest_ev": 0.489,
  "total_energy_ev": -54263.330,
  "s_squared": 2.006,
  "orbital_gap_ha": [0.269, 0.216],
  "lumo_ev": [-5.86, -7.31],
  "total_charge": 1,
  "symbols": ["Pd", "O", "O", "O", "O", "O", "O", "O", "O", "O", "O", "O", "O", "O", "O", "O", "O", "C", "C", "C", "C", "C", "C", "C", "C", "C", "C", "C", "C", "C", "C", "C", "C", "C", "H", "H", "H", "H", "H", "H", "H", "H", "H", "H", "H", "H", "H", "H", "H", "H", "H", "H", "H", "H", "H", "H", "H", "H", "H"],
  "xyz": [[22.511, -9.259, -4.321], [25.384, -5.856, -9.191], [31.163, -8.645, -8.965], [24.910, -4.887, -0.361], [30.400, -4.858, -6.617], [27.728, -3.520, -2.329], [29.393, -9.676, -7.997], [24.522, -5.489, 1.800], [24.472, -7.011, 0.129], [29.539, -4.839, -2.028], [28.174, -4.558, -6.698], [29.560, -7.470, -7.919], [29.443, -4.245, -8.519], [24.339, -8.167, -4.345], [27.183, -6.416, -10.344], [28.116, -5.266, -3.691], [25.871, -8.036, -9.554], [29.894, -6.148, -2.484], [30.135, -8.618, -8.381], [29.242, -4.569, -7.235], [26.117, -6.875, -9.660], [28.116, -9.222, -7.560], [26.136, -4.656, -9.358], [25.547, -5.658, -1.371], [28.427, -7.771, -7.136], [30.807, -4.571, -8.894], [31.490, -4.721, -7.523], [25.486, -7.571, -4.795], [24.802, -6.985, -1.256], [25.330, -6.636, -5.957], [29.106, -6.271, -3.795], [27.023, -5.011, -10.545], [28.415, -4.426, -2.651], [24.634, -5.758, 0.658], [28.668, -7.776, -6.071], [30.777, -5.507, -9.443], [32.056, -5.652, -7.491], [30.973, -6.121, -2.607], [26.189, -8.408, -4.978], [25.461, -5.154, -2.330], [25.508, -3.775, -9.464], [27.656, -7.047, -7.371], [27.999, -4.544, -10.516], [29.611, -6.914, -1.762], [26.248, -6.088, -6.172], [26.729, -4.443, -8.463], [23.867, -7.050, -1.823], [26.599, -5.803, -1.109], [25.924, -7.022, -3.941], [26.464, -4.753, -11.447], [25.418, -7.849, -1.510], [29.748, -6.170, -4.668], [24.546, -5.898, -5.773], [28.628, -7.253, -3.852], [31.194, -3.725, -9.449], [27.693, -9.797, -6.739], [32.170, -3.901, -7.303], [27.417, -9.269, -8.395], [25.017, -7.101, -6.898]],
  "forces_ev_per_angstrom": [[0.4, 0.5, -0.2], [-0.4, -0.2, 0.5], [-0.1, -0.1, -0.1], [0.4, -0.1, 0.4], [-0.1, 0.3, 0.3], [0.1, 0.3, -0.1], [0.1, -0.4, 0.0], [-0.1, 0.0, -0.1], [0.3, -0.2, 0.2], [-0.4, 0.0, 0.1], [-0.1, -0.3, 0.1], [0.4, 0.3, -0.2], [0.1, -0.2, -0.1], [-0.3, -0.9, 0.4], [-0.1, -0.1, -0.3], [-0.1, 0.1, 0.1], [-0.3, -0.2, 0.6], [0.3, 0.4, -0.3], [0.0, 0.1, 0.6], [0.3, 0.4, 0.0], [0.3, 0.1, -0.9], [-0.6, 0.9, -0.3], [1.0, 1.0, 0.5], [-0.3, -0.2, -0.3], [-0.4, -1.0, -0.2], [-0.3, 0.3, 0.7], [0.4, -0.9, -0.9], [-0.2, 1.0, -0.2], [-0.1, 0.0, 0.1], [-0.5, 0.2, -1.0], [0.5, -0.9, 0.3], [-0.6, 0.7, 0.6], [0.0, -0.5, 0.0], [-0.3, 0.1, -0.4], [0.2, 0.4, 0.0], [0.1, 0.1, -0.2], [0.0, 0.1, 0.1], [0.0, -0.3, -0.1], [0.0, -0.1, 0.1], [0.0, 0.1, 0.1], [-0.4, -0.3, -0.5], [-0.1, -0.1, 0.1], [0.0, 0.1, -0.1], [0.0, 0.2, 0.2], [0.1, 0.0, 0.3], [0.0, -0.4, 0.0], [0.1, 0.3, -0.1], [0.0, 0.1, -0.1], [0.1, -0.3, 0.1], [0.4, -0.5, -0.3], [0.0, 0.0, 0.2], [-0.2, 0.5, -0.1], [0.2, 0.1, 0.4], [-0.1, 0.1, 0.0], [0.0, -0.2, -0.3], [0.5, -0.3, 0.0], [-0.4, 0.2, 0.4], [0.1, 0.1, 0.0], [0.2, -0.4, 0.2]],
  "mulliken_spin": [0.996, 0.000, 0.000, 0.000, 0.000, 0.000, 0.000, 0.000, 0.002, 0.000, -0.001, 0.000, 0.000, 0.824, 0.000, -0.001, 0.000, 0.000, 0.000, 0.000, 0.000, 0.004, 0.000, 0.005, 0.013, 0.000, 0.000, -0.003, 0.000, 0.007, 0.001, 0.000, 0.002, 0.000, -0.007, 0.000, 0.000, 0.000, 0.122, -0.001, 0.000, -0.007, 0.000, 0.000, 0.001, 0.000, 0.001, -0.001, 0.053, 0.000, -0.002, 0.000, -0.003, -0.001, 0.000, -0.001, 0.000, 0.000, -0.004]
}